16
Properties=species:S:1:pos:R:3:mulliken_charge:R:1 method="wB97M-V/def2-TZVPD" lumo_ha=0.0398 smiles=CC.CC orbital_gap_ev=12.7651 total_energy_ev=-4342.251 total_charge=0
C 0.82101 0.41115 2.18956 -0.76
C -0.39532 -0.41622 2.65403 -0.74
H 0.52639 1.41392 1.86653 0.28
H 1.62603 0.40661 2.91480 0.32
H 1.19208 0.00853 1.24215 0.16
H 0.00748 -1.28895 3.16518 0.25
H -0.94748 -0.71562 1.76686 0.22
H -1.07605 0.12835 3.29925 0.27
C -0.90252 0.18772 -2.73129 -0.80
C 0.45078 -0.23365 -2.10357 -0.57
H -1.71928 -0.14261 -2.09083 0.25
H -0.84126 1.27212 -2.75016 0.24
H -1.11351 -0.21529 -3.71908 0.28
H 0.37045 -0.00411 -1.03824 -0.02
H 1.23840 0.44975 -2.42180 0.29
H 0.76281 -1.26170 -2.24338 0.32